Record 1
Formula: H32NO19
Source: the Open Molecules 2025 dataset
Level of theory: the ωB97M-V functional and the def2-TZVPD basis

Its net charge is -1. The calculation puts the largest force on an atom at 3.696 eV/Å.

Structure (XYZ):
```
52
Properties=species:S:1:pos:R:3:forces:R:3
N 0.18319 0.14860 -0.28300 1.739 0.755 3.173
O 1.23419 0.86060 -0.13900 -1.004 -0.757 -1.558
O 0.29819 -1.06740 -0.11500 -0.394 -0.448 -1.033
O -0.93081 0.69460 -0.26700 -0.037 -0.244 -1.380
O -3.98481 0.71560 -1.99800 -0.354 0.867 -0.694
H -3.54281 0.24560 -1.28900 0.129 0.138 0.604
H -3.98581 1.67860 -1.81800 0.271 -1.089 0.071
O 1.37119 3.36460 -1.10200 -0.195 0.552 -0.487
H 0.94919 3.83560 -0.36000 0.223 -0.552 -0.209
H 1.27219 2.41360 -0.92100 0.129 0.209 0.619
O -1.13281 -3.90640 -0.02600 0.824 -0.544 0.156
H -1.08481 -3.00240 -0.37100 -0.711 -0.244 -0.168
H -2.04481 -4.17640 0.09400 -0.113 0.526 -0.119
O 2.00419 -0.55040 2.55300 1.520 0.495 1.288
H 1.37219 -0.68240 1.88100 -1.042 -0.535 -1.324
H 1.49619 -0.39040 3.34500 -0.342 0.008 0.282
O 4.57719 0.14360 0.66000 -0.789 -1.061 1.047
H 5.43219 0.38360 0.38500 1.662 0.511 -0.549
H 3.98919 0.54160 0.04000 -0.796 0.553 -0.436
O -2.46281 -1.63240 -0.78900 -1.447 -0.577 0.730
H -1.69381 -1.10140 -0.90000 1.076 0.951 -0.116
H -2.73481 -1.98240 -1.62800 -0.080 -0.130 -0.717
O -1.24681 3.62260 0.30500 0.315 0.382 0.780
H -1.77481 4.34660 0.02800 -0.757 1.437 0.202
H -1.25581 3.13760 -0.51400 0.244 -1.150 -0.998
O 2.34819 -3.06440 -0.77700 -0.427 1.289 -0.164
H 1.55219 -2.49940 -0.90600 0.638 -0.054 0.574
H 1.95819 -3.88940 -1.00900 -0.152 -1.376 -0.177
O -3.33481 1.32460 1.10000 -1.851 -0.556 1.108
H -3.77181 1.94960 0.53600 0.103 0.405 -0.378
H -2.47181 1.15060 0.78300 1.442 0.109 -0.504
O -1.18781 2.67960 -2.13300 -0.772 -1.189 -0.774
H -0.25081 2.88160 -2.10400 0.844 0.467 0.016
H -1.21181 1.69660 -2.10600 -0.181 0.962 0.069
O -1.25781 -0.77240 2.43300 -0.706 0.092 0.001
H -0.65781 -1.40840 2.04300 0.732 -0.355 -0.081
H -2.09681 -1.03640 2.03100 -0.117 0.436 0.119
O 2.32819 2.36660 1.86000 0.334 0.130 0.427
H 2.23619 1.82060 2.65800 0.045 0.252 -0.457
H 1.97919 1.77760 1.18100 0.009 0.117 0.231
O 2.53419 -0.75940 -2.39200 -0.868 1.644 -2.273
H 2.74219 0.00260 -1.87100 -0.039 0.757 0.449
H 2.81119 -1.46940 -1.88100 0.984 -2.405 1.670
O -0.61081 2.08560 2.37600 0.122 0.852 0.627
H -0.65181 2.70860 1.63300 -0.042 -0.185 0.393
H -0.56081 1.22660 1.98500 -0.137 -0.892 -0.093
O 0.43519 -2.96940 2.04500 -0.346 0.121 0.999
H -0.06581 -3.06240 2.88700 0.444 -0.081 -1.023
H -0.17681 -3.15940 1.31300 0.008 -0.660 0.345
O 0.24319 -2.74140 -2.63200 -2.204 0.314 0.181
H -0.24681 -1.91740 -2.82400 0.376 -0.616 0.187
H 1.08219 -2.56240 -3.00000 1.686 0.369 -0.634
```
Positions in Å, forces in eV/Å.

Charges in e, computed with Löwdin, in the same order as the atoms:
1 N -0.455
2 O -0.049
3 O -0.003
4 O -0.033
5 O -0.071
6 H -0.019
7 H 0.044
8 O -0.077
9 H 0.048
10 H -0.013
11 O -0.056
12 H -0.007
13 H 0.054
14 O -0.015
15 H -0.037
16 H 0.044
17 O -0.010
18 H 0.004
19 H -0.001
20 O -0.025
21 H -0.018
22 H 0.060
23 O -0.038
24 H 0.049
25 H -0.033
26 O -0.051
27 H -0.001
28 H 0.026
29 O -0.023
30 H 0.019
31 H -0.046
32 O -0.063
33 H 0.012
34 H 0.052
35 O -0.034
36 H -0.032
37 H 0.052
38 O -0.083
39 H 0.025
40 H -0.040
41 O -0.016
42 H 0.012
43 H -0.036
44 O -0.062
45 H -0.016
46 H -0.044
47 O -0.076
48 H 0.071
49 H -0.013
50 O -0.040
51 H 0.059
52 H 0.003

=====

Record 2
Formula: C5H2O
Source: the Open Molecules 2025 dataset
Level of theory: the ωB97M-V functional and the def2-TZVPD basis

The calculation puts the largest force on an atom at 0.783 eV/Å.

Structure (XYZ):
```
8
Properties=species:S:1:pos:R:3:forces:R:3
O -1.60756 -0.97834 -0.82959 0.020 0.364 0.293
C -1.60540 -0.04402 -0.06995 0.126 -0.235 -0.181
C -0.39027 0.58446 0.46679 0.370 0.126 0.108
C 0.44805 1.33331 1.09406 -0.462 -0.052 -0.055
C 1.15967 0.27028 0.24329 0.277 -0.576 -0.453
C 1.93525 -0.46929 -0.33988 -0.405 0.269 0.203
H -2.53535 0.43217 0.29866 0.207 -0.046 -0.035
H 2.59561 -1.12855 -0.86338 -0.132 0.150 0.121
```
Positions in Å, forces in eV/Å.

Charges in e, computed with Löwdin, in the same order as the atoms:
1 O 0.080
2 C -0.230
3 C -0.105
4 C 0.129
5 C -0.278
6 C 0.216
7 H 0.134
8 H 0.054

=====

Taking the records one at a time from the top gives energy values of -40911.8452; -7258.2135 eV.
Taking the records one at a time from the top gives orbital gap values of 8.95; 9.50 eV.
Taking the records one at a time from the top gives HOMO energy values of -6.59; -9.98 eV.